(1)
Here is C20H60KO20 as an isolated structure in a non-equilibrium geometry from OMol25. Energies are from ωB97M-V with the def2-TZVPD basis set.

## Properties
HOMO-LUMO gap   0.3676 hartree
Largest force on an atom   3.6 eV Å⁻¹
E_tot   -78979.102 eV

Geometry as ORCA input:
```
! wB97M-V def2-TZVPD RIJCOSX def2/J DEFGRID3
* xyz 1 1
K -10.4765 -0.2513 11.1786
C -13.4486 -2.0388 14.1584
C -13.8142 -0.8814 13.0915
O -13.0417 -1.0265 11.8737
O -12.1429 -1.9400 14.6610
H -13.6623 -3.0487 13.8083
H -14.0944 -1.9833 15.0347
H -13.2932 -0.0084 13.4846
H -14.8824 -0.6664 13.0623
H -13.5815 -1.4451 11.1992
H -12.0176 -2.5975 15.3492
C -8.5005 -3.4048 11.7847
C -9.4645 -3.3836 12.9689
O -9.5965 -2.1111 13.5122
O -8.9607 -2.6831 10.5930
H -8.4526 -4.4509 11.4824
H -7.5381 -2.9961 12.0927
H -9.3306 -4.0810 13.7959
H -10.4537 -3.7329 12.6729
H -10.4466 -1.9811 13.9388
H -8.3347 -2.9633 9.9213
C -6.4958 0.3490 8.1033
C -6.8555 -0.0890 9.5354
O -7.9844 0.5863 10.1341
O -5.9146 1.6582 8.0723
H -7.3625 0.3475 7.4423
H -5.8483 -0.4155 7.6739
H -5.9801 0.0515 10.1694
H -7.0608 -1.1592 9.5581
H -7.6788 1.4495 10.4223
H -6.5264 2.3079 8.4262
C -6.3297 4.4488 11.3972
C -6.9124 3.3240 12.2434
O -8.1914 3.0498 11.7673
O -4.9432 4.6317 11.7380
H -6.9046 5.3713 11.4779
H -6.4063 4.1459 10.3529
H -6.9094 3.6619 13.2797
H -6.2917 2.4283 12.2645
H -8.7375 3.8380 11.7221
H -4.4623 5.0166 11.0016
C -12.1963 -4.0555 9.9590
C -13.2095 -3.1642 9.2360
O -12.8450 -1.8318 9.1918
O -10.9197 -4.1214 9.3634
H -12.5246 -5.0904 10.0555
H -12.1075 -3.6434 10.9641
H -14.2488 -3.2347 9.5568
H -13.2445 -3.5760 8.2274
H -13.1880 -1.4540 8.3786
H -10.3330 -3.5182 9.8255
C -10.2106 1.3866 7.9831
C -9.3934 2.6304 7.7567
O -8.6876 3.1267 8.8939
O -11.0609 1.6071 9.0953
H -9.5359 0.6108 8.3450
H -10.8058 0.9219 7.1971
H -10.0406 3.4470 7.4366
H -8.6214 2.4757 7.0029
H -9.1160 2.8391 9.7034
H -11.8249 2.0765 8.7524
C -11.3143 6.5852 10.3812
C -10.5881 5.2630 10.1216
O -10.2240 4.6569 11.3465
O -12.3471 6.3806 11.3569
H -11.8305 6.9534 9.4946
H -10.6000 7.3240 10.7446
H -9.7828 5.3559 9.3929
H -11.4000 4.6483 9.7330
H -11.0081 4.8736 11.8562
H -12.8065 7.2124 11.4938
C -11.7388 2.7802 13.6747
C -12.8924 2.8170 12.6407
O -14.1195 2.9848 13.2286
O -11.4291 4.0260 14.1019
H -10.9226 2.2459 13.1885
H -12.0317 2.1866 14.5408
H -12.9033 1.8746 12.0931
H -12.8004 3.5768 11.8646
H -14.1038 3.8318 13.6801
H -12.1015 4.3088 14.7260
C -6.7023 0.0520 14.2465
C -8.1597 0.5096 14.6057
O -8.9355 0.9967 13.4539
O -6.8054 -1.1745 13.5917
H -6.1412 -0.1708 15.1540
H -6.2380 0.7967 13.6001
H -8.0607 1.2888 15.3614
H -8.7699 -0.2653 15.0696
H -8.5933 1.8708 13.2524
H -7.7441 -1.2784 13.4197
C -9.4606 -1.7805 5.7904
C -10.2298 -3.0288 6.2275
O -11.6308 -2.8143 5.9403
O -8.0920 -2.0032 5.5124
H -9.5262 -1.0493 6.5961
H -9.8284 -1.3250 4.8710
H -10.0599 -3.3113 7.2665
H -9.9857 -3.9443 5.6886
H -11.7961 -3.4309 5.2232
H -8.0724 -2.4032 4.6399
*
```


(2)
Here is the molecule C20H16ClN4OP in a non-equilibrium geometry from OMol25. Energies are from ωB97M-V with the def2-TZVPD basis set.

## Properties
HOMO-LUMO gap   0.2763 hartree
Largest force on an atom   6.0 eV Å⁻¹
E_tot   -50815.837 eV
Structure (SMILES)   O=P(c1ccccc1)(c1ccccc1)N1N=NN/C1=C\c1ccc(Cl)cc1
Energy above the lowest of the compared OMol25 structures with the same formula, charge and spin   43.3 kcal per mole

Geometry as ORCA input:
```
! wB97M-V def2-TZVPD RIJCOSX def2/J DEFGRID3
* xyz 0 1
O 0.8555 0.1678 -1.9896
P -0.1472 -0.6836 -1.2625
C -1.3967 0.3284 -0.3306
C -2.6755 -0.0627 -0.2117
C -3.6215 0.8006 0.3965
C -3.1986 2.1178 0.7759
C -1.8600 2.5569 0.4983
C -0.9898 1.6671 -0.1140
C -1.0085 -1.5806 -2.6482
C -1.9586 -0.9960 -3.4899
C -2.5757 -1.7414 -4.4802
C -2.2025 -3.0574 -4.7286
C -1.1768 -3.6194 -3.8674
C -0.6483 -2.9075 -2.8633
N 0.7552 -1.6484 -0.1346
N 0.0856 -2.6467 0.5337
N 0.3978 -2.7009 1.7275
N 1.2504 -1.7170 1.8982
C 1.4202 -0.9435 0.8054
C 2.1759 0.2672 0.7432
C 2.5754 1.1011 1.8728
C 3.6748 1.9215 1.7836
C 4.1599 2.7377 2.8385
C 3.5300 2.6544 4.0606
Cl 4.1925 3.6185 5.3632
C 2.3465 1.8327 4.1495
C 1.8755 1.0612 3.1256
H -2.9671 -1.1224 -0.4245
H -4.6897 0.5482 0.3594
H -3.9993 2.6389 1.2301
H -1.4472 3.5902 0.6159
H -0.0437 1.8510 -0.3439
H -2.1860 0.0665 -3.5342
H -3.2274 -1.1129 -5.0918
H -2.6137 -3.4706 -5.6011
H -0.9199 -4.6747 -3.9381
H 0.0935 -3.4372 -2.3037
H 1.5015 -1.5831 2.8560
H 2.4982 0.5528 -0.2116
H 4.1927 1.9133 0.8549
H 5.0585 3.2700 2.6628
H 1.9977 1.8948 5.1152
H 0.9163 0.5474 3.3029
*
```


(3)
Here is C19H16BrFeI4N2 as an isolated structure from OMol25. Energies are from ωB97M-V with the def2-TZVPD basis set.

## Properties
HOMO-LUMO gap (alpha / beta)   0.2780 / 0.2499 hartree
Largest force on an atom   0.1 eV Å⁻¹
E_tot   -159760.794 eV
⟨S²⟩   8.7676
Energy above the lowest of the compared OMol25 structures with the same formula, charge and spin   0.0 kcal per mole

Geometry as ORCA input:
```
! wB97M-V def2-TZVPD RIJCOSX def2/J DEFGRID3
* xyz 2 6
Fe 0.1591 0.1276 1.0154
I 3.0794 -0.2028 1.3394
C 2.6832 -0.3693 3.4207
I 0.5846 -0.2635 3.7848
H 3.1548 0.4603 3.9332
H 3.0431 -1.3276 3.7735
I -2.6766 0.7487 1.3470
I -3.7392 -1.6743 1.5746
N 0.3616 2.0807 0.7008
C 0.2145 3.2486 0.2464
C 1.2471 3.9320 -0.5487
C 1.2620 5.3252 -0.6141
C 2.2533 5.9646 -1.3406
C 3.2159 5.2196 -2.0067
C 3.2012 3.8291 -1.9466
C 2.2241 3.1850 -1.2142
C -1.1055 3.8836 0.5314
C -1.8520 4.4257 -0.5136
C -3.0986 4.9665 -0.2446
C -3.5906 4.9792 1.0559
C -2.8421 4.4459 2.0962
C -1.6004 3.8834 1.8364
H 0.5160 5.9037 -0.0861
H 2.2736 7.0445 -1.3873
H 3.9828 5.7235 -2.5795
H 3.9498 3.2571 -2.4776
H 2.1929 2.1028 -1.1732
H -1.4600 4.4225 -1.5226
H -3.6855 5.3874 -1.0495
H -4.5587 5.4170 1.2587
H -3.2176 4.4783 3.1101
H -0.9923 3.4933 2.6437
Br -0.0185 -0.2078 -1.9582
C -0.2051 -1.8690 -1.0776
C -0.3944 -3.0380 -1.7810
C -0.4993 -4.2099 -1.0448
C -0.4150 -4.1631 0.3403
C -0.2335 -2.9426 0.9539
N -0.1263 -1.8010 0.2520
H -0.4525 -3.0306 -2.8592
H -0.6440 -5.1533 -1.5544
H -0.4913 -5.0594 0.9383
H -0.1712 -2.8508 2.0299
*
```


(4)
Here is C11H18CeClO3STi as an isolated structure in a non-equilibrium geometry from OMol25. Energies are from ωB97M-V with the def2-TZVPD basis set.

## Properties
HOMO-LUMO gap (alpha / beta)   0.1220 / 0.2605 hartree
Largest force on an atom   3.2 eV Å⁻¹
E_tot   -77241.950 eV
⟨S²⟩   2.0020

Geometry as ORCA input:
```
! wB97M-V def2-TZVPD RIJCOSX def2/J DEFGRID3
* xyz -1 3
Ti 1.3944 -2.5657 -0.6381
Cl 2.1403 -2.0816 -2.6451
C 0.1898 -4.1686 -0.8331
C 2.9833 -3.1805 0.4423
H 0.6210 -5.0105 -0.2717
H -0.7980 -3.9102 -0.4208
H 0.1014 -4.4257 -1.8974
H 2.8027 -4.2205 0.7533
H 3.0960 -2.5395 1.3298
H 3.8860 -3.1251 -0.1821
Ce -0.5750 0.9526 0.2713
C 1.0789 2.2481 1.1719
C 0.3030 -1.1982 0.6183
H 1.3855 1.8738 2.1621
H 1.9229 2.2216 0.4627
H 0.6714 3.2708 1.2390
H 0.9522 -0.8811 1.4923
H -0.6291 -1.6350 1.0858
C -4.6133 6.8406 -0.0164
C -3.9434 5.6328 -0.6003
C -3.1154 5.7737 -1.7202
C -2.4672 4.6695 -2.2668
C -2.6662 3.4121 -1.6821
C -3.5102 3.2458 -0.5861
C -4.1420 4.3653 -0.0489
S -1.6394 2.0596 -2.2517
O -1.6492 1.9903 -3.6784
O -0.2905 2.3205 -1.6055
O -2.1724 0.8549 -1.5020
H -3.8786 7.5773 0.3279
H -5.2444 7.3379 -0.7620
H -5.2374 6.5595 0.8360
H -2.9697 6.7601 -2.1602
H -1.8081 4.7722 -3.1282
H -3.6651 2.2573 -0.1507
H -4.8005 4.2539 0.8156
*
```


(5)
Here is the molecule C4H4ClF in a non-equilibrium geometry from OMol25. Energies are from ωB97M-V with the def2-TZVPD basis set.

## Properties
HOMO-LUMO gap   0.3986 hartree
Largest force on an atom   4.3 eV Å⁻¹
E_tot   -19450.451 eV
Structure (SMILES)   CC#C[C@@H](F)Cl
Energy above the lowest of the compared OMol25 structures with the same formula, charge and spin   23.2 kcal per mole

Geometry as ORCA input:
```
! wB97M-V def2-TZVPD RIJCOSX def2/J DEFGRID3
* xyz 0 1
C -0.5639 0.5553 -1.9034
C -0.1120 0.1077 -0.5460
C 0.2552 -0.1594 0.5658
C 0.5782 -0.6487 1.8073
F 1.8967 -0.5458 2.0676
Cl -0.3056 0.3929 2.9091
H -0.6950 -0.2184 -2.5987
H 0.2395 1.1507 -2.2865
H -1.5355 1.0720 -1.8255
H 0.2424 -1.7064 1.8103
*
```


(6)
Here is an isolated ion of composition C10H13N2O2 and charge +1 in a non-equilibrium geometry from OMol25. Energies are from ωB97M-V with the def2-TZVPD basis set.

## Properties
HOMO-LUMO gap   0.3312 hartree
Largest force on an atom   4.6 eV Å⁻¹
E_tot   -17644.484 eV
Structure (SMILES)   O=C1C=CC(=O)[C@@](N2CC2)([NH+]2CC2)C1
Energy above the lowest of the compared OMol25 structures with the same formula, charge and spin   97.9 kcal per mole

Geometry as ORCA input:
```
! wB97M-V def2-TZVPD RIJCOSX def2/J DEFGRID3
* xyz 1 1
O -2.1743 -1.9964 1.8198
C -1.9768 -1.3350 0.8509
C -2.4136 -1.7450 -0.4774
C -1.9365 -1.2948 -1.6316
C -0.8261 -0.3473 -1.6172
O -0.2736 0.1883 -2.5787
C -0.0986 -0.0419 -0.0578
N 0.7332 -1.1074 0.1956
C 1.9985 -1.2538 -0.4921
C 1.9018 -0.9809 0.9714
N 0.5083 1.2377 -0.3206
C -0.0712 2.5588 0.0998
C 1.3526 2.2319 0.4412
C -1.2390 0.0382 1.0244
H -3.0305 -2.5760 -0.6164
H -2.2877 -1.6613 -2.5069
H 2.5042 -0.3444 -0.9388
H 2.2124 -2.2982 -0.7364
H 2.1997 -1.7119 1.7227
H 2.2577 0.0171 1.3706
H 0.7343 1.1728 -1.3259
H -0.5981 2.5301 1.0359
H -0.4830 3.2421 -0.5725
H 2.1630 2.7249 -0.2942
H 1.6350 1.9766 1.4534
H -1.9426 0.7984 1.0251
H -0.8491 -0.0228 2.1557
*
```


(7)
Here is C4H6N2O8S2Zn as an isolated structure in a non-equilibrium geometry from OMol25. Energies are from ωB97M-V with the def2-TZVPD basis set.

## Properties
HOMO-LUMO gap   0.1825 hartree
Largest force on an atom   3.6 eV Å⁻¹
E_tot   -93695.150 eV
Energy above the lowest of the compared OMol25 structures with the same formula, charge and spin   30.7 kcal per mole

Geometry as ORCA input:
```
! wB97M-V def2-TZVPD RIJCOSX def2/J DEFGRID3
* xyz -2 1
Zn 0.4421 0.0247 0.9959
S 1.7368 2.2296 0.8697
O 2.8185 2.4491 1.8198
O 1.6858 3.3932 -0.0066
O 1.8506 0.9790 0.0681
O 0.4389 2.0058 1.5651
S -0.1147 -0.7111 3.4857
O 1.1752 -0.5355 2.7648
O -0.9698 -0.3955 2.3075
O -0.2097 -2.0930 3.9739
O -0.3040 0.2456 4.5451
C -2.0076 2.2100 -2.4453
C -1.5915 1.3959 -1.3161
N -1.2790 0.8495 -0.3593
H -2.5654 1.6687 -3.2027
H -1.0840 2.6900 -2.7754
H -2.6625 2.9855 -2.0416
C 0.4396 -3.5965 -2.0388
C 0.5056 -2.5751 -1.0104
N 0.5317 -1.7446 -0.2340
H 1.0016 -3.3242 -2.9319
H -0.5996 -3.5924 -2.3807
H 0.7613 -4.5587 -1.6528
*
```


(8)
Here is the molecule C8H14N2O5 in a non-equilibrium geometry from OMol25. Energies are from ωB97M-V with the def2-TZVPD basis set.

## Properties
HOMO-LUMO gap   0.3562 hartree
Largest force on an atom   4.6 eV Å⁻¹
E_tot   -21739.216 eV
Structure (SMILES)   C[C@H](NC(=O)[C@@H](N)CCC(=O)O)C(=O)O
Energy above the lowest of the compared OMol25 structures with the same formula, charge and spin   78.0 kcal per mole

Geometry as ORCA input:
```
! wB97M-V def2-TZVPD RIJCOSX def2/J DEFGRID3
* xyz 0 1
C 3.0861 -0.9283 -1.3094
C 2.3359 -0.0235 -0.3124
N 1.3178 0.7217 -0.9837
C -0.0393 0.5280 -0.7529
O -0.9390 1.0083 -1.4091
C -0.4798 -0.6550 0.1755
N 0.1224 -0.7423 1.5025
C -2.0293 -0.9145 0.2243
C -2.9780 0.2397 0.8439
C -4.1814 0.9102 0.1509
O -4.3558 2.0910 0.2217
O -5.0701 0.0509 -0.4782
C 3.1450 0.9532 0.4744
O 3.6826 0.5235 1.4547
O 3.4828 2.1772 0.0690
H 3.7395 -0.4258 -2.0609
H 3.7852 -1.7220 -0.9166
H 2.3199 -1.5712 -1.9339
H 1.9234 -0.6807 0.4897
H 1.4481 1.3947 -1.7183
H -0.1385 -1.5401 -0.3419
H 0.0554 0.2481 1.8372
H 1.2141 -1.1209 1.6129
H -2.3019 -1.9504 0.5806
H -2.4022 -1.1753 -0.7719
H -3.3736 -0.0817 1.8224
H -2.4218 1.1310 1.0624
H -4.9394 -0.9327 -0.4319
H 3.9920 2.4870 0.8991
*
```


Please write out number 8 again, unchanged.
Here is the molecule C8H14N2O5 in a non-equilibrium geometry from OMol25. Energies are from ωB97M-V with the def2-TZVPD basis set.

## Properties
HOMO-LUMO gap   0.3562 hartree
Largest force on an atom   4.6 eV Å⁻¹
E_tot   -21739.216 eV
Structure (SMILES)   C[C@H](NC(=O)[C@@H](N)CCC(=O)O)C(=O)O
Energy above the lowest of the compared OMol25 structures with the same formula, charge and spin   78.0 kcal per mole

Geometry as ORCA input:
```
! wB97M-V def2-TZVPD RIJCOSX def2/J DEFGRID3
* xyz 0 1
C 3.0861 -0.9283 -1.3094
C 2.3359 -0.0235 -0.3124
N 1.3178 0.7217 -0.9837
C -0.0393 0.5280 -0.7529
O -0.9390 1.0083 -1.4091
C -0.4798 -0.6550 0.1755
N 0.1224 -0.7423 1.5025
C -2.0293 -0.9145 0.2243
C -2.9780 0.2397 0.8439
C -4.1814 0.9102 0.1509
O -4.3558 2.0910 0.2217
O -5.0701 0.0509 -0.4782
C 3.1450 0.9532 0.4744
O 3.6826 0.5235 1.4547
O 3.4828 2.1772 0.0690
H 3.7395 -0.4258 -2.0609
H 3.7852 -1.7220 -0.9166
H 2.3199 -1.5712 -1.9339
H 1.9234 -0.6807 0.4897
H 1.4481 1.3947 -1.7183
H -0.1385 -1.5401 -0.3419
H 0.0554 0.2481 1.8372
H 1.2141 -1.1209 1.6129
H -2.3019 -1.9504 0.5806
H -2.4022 -1.1753 -0.7719
H -3.3736 -0.0817 1.8224
H -2.4218 1.1310 1.0624
H -4.9394 -0.9327 -0.4319
H 3.9920 2.4870 0.8991
*
```


Which value of E_tot does entry 4 give? -77241.950 eV


Look up the E_tot of the third one. -159760.794 eV


E_tot of number 5 (C4H4ClF)? -19450.451 eV